Record 1
# C5H8O2

A structure of composition C5H8O2 (ωB97M-V/def2-TZVPD, the OMol25 dataset).

The geometry in XYZ format:
```
15
Properties=species:S:1:pos:R:3:nbo_charge:R:1
C 0.0198 0.7595 -1.6720 -0.6335
C 0.7445 -0.0007 -0.5824 0.0630
O 1.4496 0.8052 0.3740 -0.5418
C 0.9621 0.3148 1.6024 0.1365
C -0.5741 0.3204 1.3998 -0.5508
C -0.1067 -0.7141 0.4582 0.1968
O -0.7332 -1.8930 0.1596 -0.6602
H -0.7163 1.4564 -1.2600 0.2111
H 0.7389 1.3313 -2.2658 0.2292
H -0.4922 0.0515 -2.3328 0.2226
H 1.4746 -0.6919 -1.0256 0.1949
H 0.9185 -1.0108 1.2644 0.1927
H -1.1060 -0.0525 2.2765 0.2261
H -0.9936 1.2371 0.9913 0.2257
H -1.5859 -1.9131 0.6123 0.4878
```

Properties
Multiplicity: 1
Relative energy (zero: lowest compared OMol25 entry of this formula, charge and spin): 470.6 kJ/mol
Electronic energy: -345.62572 Eh
Orbital gap: 8.862 eV
HOMO energy: -8.28 eV
Strongest force on any atom: 0.23 eV/Å

Record 2
# C8H7O2

The ion C8H7O2 with charge -1 (ωB97M-V/def2-TZVPD, the OMol25 dataset).

The geometry in XYZ format:
```
17
Properties=species:S:1:pos:R:3:nbo_charge:R:1
C -1.8814 -3.2241 1.6733 -0.3193
C -0.8963 -2.5583 1.7245 -0.0370
C 0.7264 -0.7235 1.1455 -0.3972
C 1.6019 0.3513 1.3811 0.5383
C 0.2892 -1.6960 2.0295 0.4199
C -0.0507 -0.4572 -0.0834 -0.3755
C 1.3866 1.4777 0.2670 -0.4955
C 0.0825 1.0603 -0.2751 -0.4085
O 0.6982 -2.0111 3.1658 -0.6381
O 2.5576 0.4630 2.1615 -0.6448
H -2.7456 -3.8883 1.7068 0.2177
H 0.5387 -0.9225 -0.9433 0.1523
H -1.0391 -0.9271 -0.0276 0.2148
H 1.4878 2.6214 0.4858 0.2098
H 2.2213 1.2422 -0.5146 0.1936
H -0.1435 1.1886 -1.3882 0.1775
H -0.7690 1.4380 0.2609 0.1920
```

Properties
Multiplicity: 1
SMILES string: C#CC(=O)C1=C([O-])CCC1
Net charge: -1
Relative energy (zero: lowest compared OMol25 entry of this formula, charge and spin): 0.0 kJ/mol
Electronic energy: -459.46705 Eh
Orbital gap: 7.337 eV
HOMO energy: -3.43 eV
Strongest force on any atom: 3.93 eV/Å

Record 3
# C49H40ClF12N5O7P2Zr

A structure of composition C49H40ClF12N5O7P2Zr (ωB97M-V/def2-TZVPD, the OMol25 dataset).

The geometry in XYZ format:
```
117
Properties=species:S:1:pos:R:3:lowdin_charge:R:1
Zr 0.9406 0.3652 0.7329 1.8383
C 4.8961 -3.4718 -4.0508 -0.0504
C 3.9650 -2.9841 -2.9741 -0.2661
C 3.4196 -3.8351 -2.0271 -0.0284
C 2.5890 -3.3605 -1.0317 -0.0037
C 2.2323 -2.0087 -0.9251 -0.1892
N 1.4483 -1.5654 0.1612 -0.1127
C 1.1298 -2.5366 1.1558 -0.2635
C 0.2120 -3.5388 0.8422 -0.0494
C -0.1215 -4.5138 1.7538 -0.0331
C 0.4404 -4.5079 3.0280 -0.2514
C 0.0587 -5.5541 4.0394 -0.0420
C 1.3365 -3.5009 3.3467 0.0295
C 1.6867 -2.5032 2.4359 -0.0581
C 2.6199 -1.3334 2.7863 -0.2803
O 2.0835 -0.1342 2.3539 -0.2857
C 2.8165 -1.1707 4.3240 -0.5593
F 1.6399 -1.1626 4.9693 0.1439
F 3.5582 -2.1548 4.8574 0.1608
F 3.4114 -0.0124 4.6217 0.1613
C 4.0505 -1.5982 2.1969 -0.5247
F 4.3622 -2.9007 2.2918 0.1660
F 5.0076 -0.9117 2.8461 0.1604
F 4.1371 -1.2508 0.9131 0.1696
C 2.7788 -1.1391 -1.8946 -0.0677
C 3.6299 -1.6440 -2.8731 0.0128
C 2.4745 0.3597 -1.8759 -0.3006
O 1.2893 0.6344 -1.2323 -0.3304
C 3.5882 1.1597 -1.1273 -0.5158
F 4.7996 0.6308 -1.2261 0.1939
F 3.6687 2.4403 -1.4743 0.1832
F 3.2593 1.1542 0.2103 0.0670
C 2.3569 0.9553 -3.3112 -0.5455
F 1.6110 0.1773 -4.1005 0.1658
F 1.7945 2.1606 -3.2926 0.1739
F 3.5609 1.1019 -3.9036 0.1475
H 4.9263 -4.5608 -4.0766 0.0721
H 5.9145 -3.1147 -3.8840 0.0809
H 4.5824 -3.1202 -5.0349 0.0782
H 3.6552 -4.8932 -2.0517 0.1134
H 2.2271 -4.0645 -0.2988 0.1068
H -0.2065 -3.5413 -0.1578 0.1108
H -0.8349 -5.2852 1.4846 0.1201
H 0.2718 -6.5575 3.6667 0.0808
H -1.0090 -5.5047 4.2607 0.0832
H 0.6022 -5.4173 4.9733 0.0760
H 1.7621 -3.5043 4.3387 0.1155
H 4.0647 -0.9668 -3.5935 0.1212
N -2.1714 0.6714 -1.3993 -0.4130
P -1.9324 -0.8882 -0.7648 1.0045
C -1.7308 -1.8872 -2.2889 -0.3324
C -1.0269 -1.3546 -3.3630 -0.1016
C -0.7312 -2.1296 -4.4756 -0.0758
C -1.1314 -3.4552 -4.5292 -0.0858
C -1.8268 -4.0022 -3.4588 -0.0823
C -2.1199 -3.2271 -2.3480 -0.0993
C -3.6163 -1.3249 -0.1786 -0.3370
C -3.8592 -2.5788 0.3848 -0.1296
C -5.1117 -2.9082 0.8738 -0.0725
C -6.1422 -1.9792 0.8389 -0.0846
C -5.9035 -0.7153 0.3254 -0.0800
C -4.6496 -0.3896 -0.1748 -0.0881
P -1.2697 1.9538 -0.7683 0.9769
C -2.4712 3.0541 0.0736 -0.3301
C -3.2716 3.9826 -0.5934 -0.0835
C -4.1909 4.7470 0.1088 -0.0821
C -4.3211 4.5938 1.4838 -0.0850
C -3.5291 3.6750 2.1562 -0.0721
C -2.6053 2.9127 1.4542 -0.0997
C -0.9440 2.9342 -2.2783 -0.3523
C -0.2984 4.1658 -2.1761 -0.1018
C -0.0553 4.9358 -3.2999 -0.0729
C -0.4558 4.4901 -4.5534 -0.0828
C -1.1034 3.2716 -4.6679 -0.0764
C -1.3454 2.5003 -3.5377 -0.0977
H -2.9543 0.8543 -2.0160 0.0720
H -0.6719 -0.3330 -3.3168 0.0699
H -0.1726 -1.6947 -5.2946 0.1032
H -0.8983 -4.0617 -5.3948 0.1012
H -2.1424 -5.0374 -3.4875 0.1027
H -2.6707 -3.6764 -1.5334 0.0815
H -3.0521 -3.2922 0.4937 0.0888
H -5.2766 -3.8860 1.3079 0.1056
H -7.1179 -2.2332 1.2324 0.1014
H -6.6898 0.0287 0.3215 0.1026
H -4.4825 0.6163 -0.5324 0.0844
H -3.1711 4.1137 -1.6641 0.1037
H -4.8086 5.4635 -0.4177 0.1027
H -5.0429 5.1894 2.0282 0.1020
H -3.6329 3.5388 3.2251 0.1071
H -1.9977 2.1874 1.9818 0.0640
H 0.0369 4.5081 -1.2089 0.0737
H 0.4573 5.8845 -3.2006 0.1039
H -0.2597 5.0884 -5.4337 0.1027
H -1.4196 2.9109 -5.6383 0.1053
H -1.8442 1.5467 -3.6581 0.0832
C 1.3463 5.8357 1.0148 0.0016
N 1.1248 4.7289 1.9376 -0.0306
C 0.8675 4.9365 3.2537 -0.0368
C 0.6620 3.9158 4.1040 0.0138
C 0.7239 2.5869 3.5683 -0.3392
N 0.9383 2.3877 2.2657 0.1062
C 1.1516 3.4343 1.4333 -0.5137
O 1.3611 3.2329 0.2420 -0.0112
N 0.5641 1.5441 4.3586 0.2185
H 1.6173 6.7196 1.5872 0.0926
H 0.4458 6.0433 0.4365 0.0937
H 2.1518 5.5773 0.3326 0.1011
H 0.8450 5.9695 3.5728 0.1349
H 0.4690 4.0869 5.1511 0.1137
H 0.3385 1.6565 5.3300 0.1339
H 0.5987 0.6081 3.9814 0.0521
O -2.9171 -0.0052 3.0770 -0.2789
Cl -1.6843 -0.7062 2.9523 0.7180
O -0.9936 -0.7884 4.1998 -0.3005
O -1.8410 -1.9857 2.3614 -0.2901
O -0.8316 0.1418 2.0296 -0.5783
```

Properties
Multiplicity: 1
Relative energy (zero: lowest compared OMol25 entry of this formula, charge and spin): 332.2 kJ/mol
Electronic energy: -5080.15788 Eh
Orbital gap: 7.433 eV
HOMO energy: -7.32 eV
Strongest force on any atom: 0.51 eV/Å

Record 4
# C15H25ClINO2PPr

A structure of composition C15H25ClINO2PPr (ωB97M-V/def2-TZVPD, the OMol25 dataset).

The geometry in XYZ format:
```
47
Properties=species:S:1:pos:R:3:lowdin_spin:R:1
C -1.1721 1.6008 -0.9931 0.0002
C -1.9184 0.6802 -1.9159 0.0000
H -1.2499 2.6233 -1.3936 0.0000
H -0.0993 1.3344 -0.9748 0.0003
H -1.5440 1.5861 0.0419 0.0000
O -1.8733 0.7411 -3.1554 0.0000
I -1.7418 -1.9696 -1.6920 0.0000
Pr 2.6945 -0.1907 -0.1729 2.0442
P 1.9458 0.0304 -2.9334 -0.0058
C 0.9593 -0.9863 -4.0739 -0.0013
C 1.5021 1.6967 -3.5563 -0.0006
H 4.3494 0.4649 -3.1140 0.0001
H 3.5633 0.1333 -4.7031 -0.0002
H 3.9328 -1.2175 -3.5781 0.0000
C 3.6258 -0.1654 -3.6489 -0.0006
H 1.9461 2.4657 -2.9080 0.0000
H 1.9018 1.7987 -4.5767 -0.0002
H 1.3819 -0.9112 -5.0863 -0.0003
H -0.0829 -0.6353 -4.0649 0.0000
H 0.4061 1.7912 -3.5645 0.0000
H 0.9876 -2.0268 -3.7301 0.0000
C -2.9134 -0.2540 -1.2599 0.0000
O -3.9686 -0.0592 -0.7172 0.0000
Cl 4.1668 1.8351 -0.6318 -0.0126
C -2.5799 0.0830 2.6672 0.0000
N -2.0624 -1.3154 2.6397 0.0000
C -3.1173 -2.2682 2.1814 0.0000
C -0.7734 -1.4711 1.8512 -0.0004
C 0.2675 -0.5408 2.3897 -0.0027
C 0.4691 -0.4307 3.7849 -0.0005
C 1.3206 0.5568 4.2859 -0.0008
C 1.9921 1.4231 3.4293 0.0003
C 1.8433 1.2674 2.0233 -0.0041
C 1.0360 0.2404 1.5414 -0.0145
H -2.8663 0.3777 1.6519 0.0000
H -1.8179 0.7508 3.0748 0.0000
H -3.4648 0.0887 3.3142 0.0000
H -1.8313 -1.5681 3.6124 0.0000
H -3.4204 -1.9991 1.1619 0.0000
H -2.7010 -3.2811 2.2033 0.0000
H -3.9667 -2.1903 2.8673 0.0000
H -0.4825 -2.5272 1.9278 0.0000
H -1.0021 -1.2832 0.7903 0.0000
H -0.0508 -1.1156 4.4674 -0.0001
H 1.4425 0.6425 5.3696 -0.0001
H 2.6184 2.2248 3.8268 0.0000
H 2.3477 1.9696 1.3412 -0.0006
```

Properties
Multiplicity: 3
Net charge: +2
Electronic energy: -2407.46233 Eh
<S²>: 2.00
Orbital gap (spin up / spin down): 7.766 / 8.033 eV
HOMO energy (spin up / spin down): -14.85 / -14.88 eV
Strongest force on any atom: 3.68 eV/Å

Record 5
# C6H5NO3S

The molecule C6H5NO3S (ωB97M-V/def2-TZVPD, the OMol25 dataset).

The geometry in XYZ format:
```
16
Properties=species:S:1:pos:R:3:nbo_charge:R:1
C 0.9679 -1.5512 1.0041 -0.2626
C 0.3299 -0.3719 1.0712 -0.0986
C 0.7219 -1.6305 -1.4449 -0.0887
C 0.1411 -0.4079 -1.4223 -0.0432
C 1.1410 -2.3063 -0.1986 0.4642
C -0.2912 0.2917 -0.1509 -0.4962
N 1.1798 -2.3525 -2.6864 0.5593
O 1.8447 -3.2858 -0.1558 -0.5070
O 2.2323 -2.0940 -3.1335 -0.3380
O 0.4016 -3.1300 -3.0845 -0.3472
S -0.1718 0.1513 -3.0643 0.0798
H 1.4876 -1.9352 1.9541 0.2443
H 0.3083 0.1918 1.8962 0.2034
H -1.3399 0.3417 -0.2330 0.2583
H -0.0690 1.3026 -0.2883 0.2404
H -0.2685 1.4729 -2.8896 0.1319
```

Properties
Multiplicity: 1
SMILES string: O=C1C=CCC(S)=C1[N+](=O)[O-]
Relative energy (zero: lowest compared OMol25 entry of this formula, charge and spin): 314.0 kJ/mol
Electronic energy: -910.13721 Eh
Orbital gap: 9.088 eV
HOMO energy: -9.56 eV
Strongest force on any atom: 4.19 eV/Å

Record 6
# C29H31FN4O2S

The molecule C29H31FN4O2S (ωB97M-V/def2-TZVPD, the OMol25 dataset).

The geometry in XYZ format:
```
68
Properties=species:S:1:pos:R:3:nbo_charge:R:1
C -7.1171 -4.0161 -0.6678 -0.6275
C -7.2352 -2.5269 -0.5379 0.0030
C -6.0985 -1.7456 -0.3870 -0.2593
C -6.1735 -0.3646 -0.2391 0.1476
C -7.4274 0.2611 -0.2661 0.0432
C -8.5582 -0.5281 -0.4055 -0.2147
C -8.4731 -1.9024 -0.5351 -0.2288
H -9.3730 -2.4894 -0.6466 0.2077
H -9.5282 -0.0516 -0.4290 0.2064
C -7.5615 1.7527 -0.1883 -0.6565
H -7.7283 2.0807 0.8383 0.2130
H -8.4117 2.0824 -0.7817 0.2178
H -6.6592 2.2307 -0.5608 0.2257
N -5.0181 0.4379 -0.1144 -0.4676
C -4.7664 0.9934 1.2035 -0.2167
H -5.7049 1.3183 1.6492 0.2156
C -3.8085 2.1773 1.0747 -0.2332
N -2.5921 1.7399 0.4238 -0.4381
C -1.3991 1.8791 1.0460 0.6778
O -1.2891 2.4531 2.1152 -0.6220
C -0.2052 1.3030 0.3516 -0.1541
C -0.0611 -0.0665 0.1608 -0.1960
C 1.0902 -0.5810 -0.4064 -0.2574
C 2.1219 0.2657 -0.7943 0.2233
C 1.9726 1.6489 -0.6063 0.0951
C 0.8260 2.1568 -0.0262 -0.1903
H 0.7219 3.2201 0.1289 0.2229
N 2.9917 2.4882 -1.0657 -0.5921
C 4.2088 2.0747 -1.4835 0.6845
O 5.0340 2.8274 -1.9504 -0.5975
C 4.4736 0.5846 -1.2353 -0.1627
N 3.2619 -0.1776 -1.4215 -0.6265
H 3.4082 -1.1793 -1.4294 0.4061
C 5.5702 0.0742 -2.1601 -0.5175
H 6.4984 0.6161 -1.9843 0.2408
H 5.2755 0.2015 -3.2015 0.2433
S 5.8775 -1.7104 -1.9825 0.1913
C 6.5096 -1.8224 -0.2639 -0.5492
C 5.4188 -1.7374 0.7572 -0.0249
C 4.3045 -2.5651 0.6649 -0.2475
C 3.2675 -2.4591 1.5744 -0.1820
C 3.3216 -1.5261 2.5955 -0.2869
C 4.4427 -0.7228 2.6893 0.4019
C 5.4899 -0.8105 1.7900 -0.2653
H 6.3436 -0.1588 1.9017 0.2245
F 4.5218 0.1840 3.6823 -0.3204
H 2.5204 -1.4163 3.3078 0.2369
H 2.4086 -3.1069 1.4902 0.2186
H 4.2579 -3.2909 -0.1344 0.2212
H 6.9984 -2.7971 -0.2278 0.2445
H 7.2572 -1.0413 -0.1304 0.2275
H 4.8301 0.5233 -0.1879 0.2059
H 2.8018 3.4813 -1.1108 0.4157
H 1.1984 -1.6442 -0.5583 0.2123
H -0.8454 -0.7386 0.4749 0.2133
C -2.8341 1.1355 -0.8624 -0.2099
H -1.8950 0.8177 -1.3145 0.2296
C -3.7901 -0.0525 -0.7002 -0.2242
H -4.0094 -0.4837 -1.6786 0.2174
H -3.2984 -0.8163 -0.0726 0.1644
H -3.3105 1.8795 -1.5132 0.1956
H -3.5407 2.5746 2.0547 0.2512
H -4.2757 2.9662 0.4746 0.1925
H -4.3126 0.2372 1.8678 0.1758
H -5.1346 -2.2331 -0.3768 0.2063
H -6.2544 -4.2856 -1.2738 0.2142
H -8.0112 -4.4376 -1.1202 0.2157
H -6.9897 -4.4683 0.3165 0.2190
```

Properties
Multiplicity: 1
SMILES string: Cc1ccc(C)c(N2CCN(C(=O)c3ccc4c(c3)NC(=O)[C@H](CSCc3cccc(F)c3)N4)CC2)c1
Relative energy (zero: lowest compared OMol25 entry of this formula, charge and spin): 1.2 kJ/mol
Electronic energy: -1991.31051 Eh
Orbital gap: 8.500 eV
HOMO energy: -7.98 eV
Strongest force on any atom: 0.66 eV/Å